Record 1
{"formula": "C9H17NO4S", "method": "ωB97M-V with the def2-TZVPD basis set", "symbols": ["C", "C", "C", "C", "H", "H", "O", "C", "O", "N", "H", "C", "C", "H", "H", "S", "O", "O", "C", "C", "H", "H", "H", "H", "H", "H", "H", "H", "H", "H", "H", "H"], "positions_angstrom": [[3.2158, 0.9490, 1.5020], [3.8216, 1.1578, 0.1193], [2.8303, 0.9159, -1.0192], [2.3910, -0.5406, -1.1636], [1.8952, -0.6779, -2.1302], [3.2451, -1.2164, -1.0857], [1.4941, -0.9592, -0.1342], [0.1978, -0.6306, -0.3052], [-0.2498, -0.0734, -1.2765], [-0.5170, -1.0366, 0.7735], [0.0068, -1.4724, 1.5137], [-1.9507, -0.8556, 0.9368], [-2.3443, 0.6199, 0.9150], [-2.5705, 1.0264, 1.8940], [-1.6017, 1.2267, 0.4077], [-3.8252, 0.6810, -0.1487], [-3.9322, 1.9433, -0.8217], [-4.9668, 0.2396, 0.6063], [-3.2465, -0.6686, -1.2087], [-2.7541, -1.6261, -0.1482], [-2.1253, -2.4109, -0.5694], [-3.6215, -2.0862, 0.3268], [-2.4435, -0.2710, -1.8215], [-4.0562, -1.0648, -1.8101], [-2.1925, -1.2881, 1.9102], [3.2951, 1.2093, -1.9623], [1.9420, 1.5347, -0.8794], [4.1868, 2.1844, 0.0420], [4.6788, 0.4921, -0.0060], [2.3518, 1.5962, 1.6399], [2.8989, -0.0821, 1.6306], [3.9467, 1.1842, 2.2726]], "lowdin_charge": [-0.107, -0.258, -0.181, -0.165, 0.124, 0.131, -0.011, -0.566, 0.104, 0.116, 0.151, -0.304, -0.149, 0.110, 0.102, 0.670, -0.314, -0.313, -0.209, -0.172, 0.126, 0.114, 0.090, 0.111, 0.151, 0.116, 0.116, 0.104, 0.106, 0.075, 0.062, 0.069], "total_charge": 0, "smiles": "CCCCOC(=O)N[C@@H]1CCS(=O)(=O)C1", "energy_ev": -30124.56387, "multiplicity": 1}

***

Record 2
{"formula": "C9H17NO7S", "method": "ωB97M-V with the def2-TZVPD basis set", "symbols": ["O", "C", "O", "C", "C", "C", "C", "N", "C", "C", "C", "S", "O", "O", "O", "C", "O", "O", "H", "H", "H", "H", "H", "H", "H", "H", "H", "H", "H", "H", "H", "H", "H", "H", "H"], "positions_angstrom": [[1.0167, 3.6373, 1.0215], [0.2214, 3.6747, 0.1686], [-0.7423, 2.7551, -0.0060], [-1.5825, 2.5817, 1.1584], [-2.4193, 1.3220, 0.9903], [-1.7005, 0.0507, 1.4545], [-0.2256, 0.0178, 0.9992], [0.3850, -1.2780, 1.3243], [0.0528, -2.3442, 0.3633], [1.0714, -2.5919, -0.7622], [1.4031, -1.3732, -1.6294], [0.2069, -1.1101, -2.9305], [-0.9204, -0.4248, -2.3975], [-0.0729, -2.2868, -3.6470], [0.9373, -0.0956, -3.9517], [1.7617, -1.2062, 1.5940], [2.2812, -2.0630, 2.1872], [2.5285, -0.1779, 1.1275], [0.2346, 4.4977, -0.5630], [-2.2077, 3.4754, 1.2488], [-0.9687, 2.5400, 2.0626], [-2.6453, 1.2586, -0.0783], [-3.3791, 1.4284, 1.4948], [-1.7720, -0.1004, 2.5331], [-2.1878, -0.7977, 0.9666], [-0.2436, 0.2605, -0.0681], [0.2621, 0.8140, 1.5652], [-0.9483, -2.2074, -0.0387], [0.0056, -3.2757, 0.9349], [0.6067, -3.3238, -1.4328], [1.9652, -3.0880, -0.3910], [2.3730, -1.5521, -2.0989], [1.5138, -0.4392, -1.0811], [1.0437, 0.7355, -3.4589], [2.1458, 0.6865, 1.3404]], "lowdin_charge": [0.119, -0.374, -0.050, -0.180, -0.156, -0.155, -0.180, -0.030, -0.138, -0.171, -0.220, 0.569, -0.278, -0.245, -0.148, -0.599, 0.174, 0.101, 0.150, 0.129, 0.123, 0.123, 0.116, 0.121, 0.106, 0.102, 0.111, 0.118, 0.129, 0.115, 0.121, 0.117, 0.085, 0.092, 0.104], "total_charge": 0, "smiles": "O=COCCCCN(CCCS(=O)(=O)O)C(=O)O", "energy_ev": -36265.63697, "multiplicity": 1}

***

Record 3
{"formula": "C9H17NOS", "method": "ωB97M-V with the def2-TZVPD basis set", "symbols": ["C", "C", "C", "C", "C", "C", "C", "C", "C", "N", "O", "S", "H", "H", "H", "H", "H", "H", "H", "H", "H", "H", "H", "H", "H", "H", "H", "H", "H"], "positions_angstrom": [[-1.6186, -0.2843, 0.7975], [1.4449, 0.0875, -0.7236], [1.0858, -1.3970, -0.7187], [0.4854, 0.9856, 0.1448], [0.2887, -1.8106, -1.6471], [1.6317, -2.2173, 0.3789], [0.5250, 2.3526, -0.4168], [0.8516, 0.8975, 1.5701], [-3.9183, -0.4585, -0.8345], [-1.0231, 0.4084, -0.1080], [-1.5978, 0.8669, -1.1722], [-3.2518, -0.7863, 0.8331], [2.4413, 0.3657, -0.3037], [1.3753, 0.5315, -1.7641], [-0.0422, -2.7843, -1.5875], [0.0703, -1.1329, -2.4084], [-0.9954, -0.3806, 1.6969], [1.6799, -1.5836, 1.3509], [2.6262, -2.5328, 0.2186], [0.9498, -3.0574, 0.5554], [0.0303, 2.4068, -1.3366], [1.5127, 2.5298, -0.7340], [0.2516, 3.0433, 0.2769], [1.9165, 1.1974, 1.7545], [0.8231, -0.1204, 1.9229], [0.1394, 1.4577, 2.3422], [-3.4469, -1.0560, -1.5094], [-3.8066, 0.6641, -1.0738], [-4.8560, -0.8122, -0.7430]], "lowdin_charge": [-0.466, -0.089, -0.379, -0.438, 0.056, -0.048, -0.033, -0.079, -0.348, -0.223, -0.140, 0.913, 0.130, 0.136, 0.054, 0.061, 0.076, 0.092, 0.066, 0.089, 0.074, 0.083, 0.065, 0.115, 0.031, 0.144, -0.001, 0.083, -0.022], "total_charge": 0, "energy_ev": -23977.41696, "multiplicity": 1}